DFT (wB97M-V/def2-TZVPD) results for 2 unconnected molecules or ions with the total composition C4H14N2O in a non-equilibrium geometry.

Results
2S+1: 2
Kohn-Sham gap (alpha / beta): 12.07 / 7.06 eV
⟨S²⟩: 0.75
charge: +1
relative energy (zero: lowest compared OMol25 entry of this formula, charge and spin): 71.74 kJ/mol
lowest unoccupied orbital energy (alpha / beta): -2.76 / -7.78 eV

CARTESIAN COORDINATES (ANGSTROEM)
N -1.827 0.825 -0.939
C -1.907 0.360 0.442
C -0.544 -0.065 0.881
N 0.047 -0.985 -0.078
C 1.512 -1.041 -0.097
C 1.968 -2.507 0.070
H -2.604 0.528 -1.503
H -1.842 1.843 -0.976
H -2.460 0.971 1.150
H -2.443 -0.604 0.354
H -0.387 -0.543 1.854
H 0.029 0.881 1.028
H -0.505 -0.706 -0.926
H 1.916 -0.449 0.714
H 1.860 -0.697 -1.072
H 1.556 -2.929 0.989
H 1.557 -3.056 -0.778
H 3.042 -2.639 0.144
H -0.045 2.934 -0.263
H 0.767 4.086 -0.895
O 0.310 3.793 -0.101

---

DFT (wB97M-V/def2-TZVPD) results for a molecular structure, C2H3O5S2 in a non-equilibrium geometry.

Results
2S+1: 3
Kohn-Sham gap (alpha / beta): 6.75 / 5.97 eV
⟨S²⟩: 2.02
charge: -1
lowest unoccupied orbital energy (alpha / beta): 3.48 / 0.70 eV

CARTESIAN COORDINATES (ANGSTROEM)
C 0.313 -1.368 0.275
C 0.151 1.654 -0.054
O -1.989 -1.907 1.451
O -2.218 -1.263 -0.804
O 0.919 -0.430 -2.006
O 2.373 0.194 -0.065
O -0.949 1.473 0.553
S -1.404 -1.157 0.367
S 1.027 -0.045 -0.566
H 0.745 -1.451 1.341
H 0.161 2.013 -1.079
H 0.872 2.288 0.585

---

DFT (wB97M-V/def2-TZVPD) results for 7 unconnected molecules or ions with the total composition C45H102N8O7 in a non-equilibrium geometry.

Results
Kohn-Sham gap: 8.34 eV
structure (SMILES): CC1(C)CCCC(C)(C)N1O.CC1(C)CCCC(C)(C)N1O.CC1(C)CCCC(C)(C)N1O.CC1(C)CCCC(C)(C)N1O.COC[C@H](C)N.COC[C@H](C)N.NC(N)=O
relative energy (zero: lowest compared OMol25 entry of this formula, charge and spin): 477.12 kJ/mol
lowest unoccupied orbital energy: 0.29 eV

CARTESIAN COORDINATES (ANGSTROEM)
C -1.011 8.465 -4.678
C -2.386 7.742 -4.399
C -3.480 8.859 -4.520
C -2.694 6.702 -5.578
C -1.828 5.398 -5.349
C -2.008 4.777 -3.951
C -1.768 5.703 -2.748
C -2.467 5.027 -1.542
C -0.235 5.633 -2.544
N -2.429 6.989 -3.093
O -2.432 7.794 -1.954
H -1.162 9.342 -5.309
H -0.634 9.025 -3.823
H -0.185 7.854 -5.040
H -3.359 9.425 -3.597
H -3.331 9.537 -5.360
H -4.422 8.333 -4.367
H -3.750 6.620 -5.837
H -2.303 7.138 -6.498
H -2.094 4.629 -6.074
H -0.777 5.533 -5.605
H -1.418 3.867 -4.056
H -2.992 4.309 -3.907
H -2.425 3.938 -1.530
H -3.529 5.259 -1.471
H -2.209 5.625 -0.668
H 0.053 4.586 -2.638
H 0.179 6.016 -1.611
H 0.139 6.147 -3.430
H -1.530 7.931 -1.655
C -1.489 -6.961 -1.669
C -1.089 -5.484 -2.147
C -2.143 -4.456 -1.727
C 0.250 -5.032 -1.529
C 1.508 -5.602 -2.155
C 1.525 -5.117 -3.622
C 0.267 -5.745 -4.361
C 0.399 -5.176 -5.846
C 0.612 -7.251 -4.368
N -0.998 -5.431 -3.637
O -2.103 -5.903 -4.259
H -1.556 -6.875 -0.584
H -2.468 -7.324 -1.983
H -0.840 -7.699 -2.139
H -3.109 -4.748 -2.139
H -2.154 -4.321 -0.645
H -1.955 -3.514 -2.241
H 0.295 -3.944 -1.484
H 0.129 -5.289 -0.477
H 2.345 -5.154 -1.620
H 1.608 -6.667 -1.944
H 2.488 -5.100 -4.131
H 1.313 -4.052 -3.529
H 0.117 -5.935 -6.576
H 1.357 -4.711 -6.077
H -0.284 -4.326 -5.838
H 1.586 -7.499 -4.790
H -0.080 -7.762 -5.038
H 0.658 -7.725 -3.387
H -1.984 -6.854 -4.216
C 2.057 2.456 7.031
C 2.779 1.115 6.707
C 1.976 -0.084 7.212
C 2.873 0.918 5.211
C 3.927 1.773 4.510
C 5.269 1.484 5.164
C 5.420 1.646 6.697
C 6.764 0.917 7.038
C 5.581 3.145 6.918
N 4.176 1.006 7.342
O 4.102 1.089 8.774
H 2.858 3.180 6.884
H 1.269 2.644 6.302
H 1.772 2.518 8.081
H 2.467 -1.027 6.970
H 1.562 0.020 8.215
H 1.041 -0.173 6.658
H 3.225 -0.087 4.980
H 1.954 1.285 4.754
H 3.766 1.520 3.462
H 3.661 2.827 4.600
H 6.025 2.036 4.605
H 5.443 0.442 4.897
H 7.009 1.101 8.084
H 7.402 1.489 6.364
H 6.828 -0.144 6.798
H 5.791 3.431 7.949
H 4.737 3.771 6.628
H 6.448 3.621 6.461
H 3.715 1.966 8.829
C 1.208 -0.692 2.708
C -0.165 -0.887 2.066
C -0.597 -2.365 2.235
C -1.214 -0.129 2.952
C -1.315 1.391 2.602
C -1.594 1.577 1.127
C -0.563 0.804 0.133
C -1.270 0.632 -1.194
C 0.659 1.800 -0.055
N -0.184 -0.583 0.653
O 0.741 -1.308 -0.096
H 1.605 0.322 2.651
H 1.224 -1.063 3.732
H 1.917 -1.331 2.183
H 0.083 -3.055 1.736
H -0.660 -2.788 3.238
H -1.554 -2.578 1.760
H -2.230 -0.522 2.984
H -0.931 -0.213 4.002
H -2.040 1.790 3.311
H -0.433 1.964 2.889
H -1.458 2.642 0.938
H -2.644 1.467 0.852
H -1.895 1.513 -1.344
H -1.920 -0.240 -1.267
H -0.625 0.588 -2.072
H 1.394 1.222 -0.614
H 1.091 2.215 0.856
H 0.307 2.641 -0.652
H 0.216 -2.095 -0.259
C 3.468 -4.052 3.115
O 4.329 -3.972 1.993
C 3.721 -3.626 0.742
C 4.816 -2.952 -0.151
C 4.987 -1.476 0.226
N 4.535 -3.106 -1.578
H 3.971 -4.769 3.764
H 2.504 -4.419 2.763
H 3.443 -3.024 3.477
H 3.362 -4.576 0.347
H 2.890 -2.932 0.867
H 5.809 -3.379 -0.007
H 5.590 -0.948 -0.512
H 5.380 -1.332 1.232
H 3.999 -1.016 0.266
H 5.275 -2.725 -2.150
H 4.632 -4.101 -1.724
C -2.965 -1.481 -4.486
O -4.364 -0.960 -4.381
C -4.404 0.085 -3.422
C -5.629 1.056 -3.595
C -5.623 2.037 -2.429
N -6.829 0.246 -3.659
H -2.909 -2.565 -4.587
H -2.178 -1.093 -3.839
H -2.709 -1.322 -5.533
H -4.468 -0.418 -2.458
H -3.520 0.720 -3.364
H -5.532 1.555 -4.559
H -6.426 2.773 -2.385
H -4.730 2.616 -2.196
H -6.026 1.513 -1.562
H -7.288 -0.105 -2.831
H -6.555 -0.537 -4.235
N -4.897 -4.053 3.412
C -4.282 -2.991 3.114
N -4.167 -2.930 1.777
O -3.825 -2.147 3.828
H -4.882 -4.741 2.673
H -4.939 -4.190 4.412
H -3.708 -2.198 1.256
H -4.623 -3.615 1.191

---

DFT (wB97M-V/def2-TZVPD) results for 2 unconnected molecules or ions with the total composition C3H8O2 in a non-equilibrium geometry.

Results
Kohn-Sham gap: 9.78 eV
structure (SMILES): C=CO.CO
relative energy (zero: lowest compared OMol25 entry of this formula, charge and spin): 299.78 kJ/mol
lowest unoccupied orbital energy: 0.79 eV

CARTESIAN COORDINATES (ANGSTROEM)
C 1.100 -0.407 -0.963
C 1.503 -1.166 0.081
O 2.810 -1.412 0.502
H 0.250 -0.932 -1.520
H 1.658 0.494 -1.021
H 0.946 -2.022 0.545
H 3.375 -0.764 0.025
C -1.856 1.371 -0.120
O -3.150 1.196 0.513
H -1.184 0.465 0.071
H -2.026 1.423 -1.281
H -1.237 2.223 0.231
H -3.550 2.054 0.837

---

DFT (wB97M-V/def2-TZVPD) results for 16 unconnected molecules or ions with the total composition C21H74O16 in a non-equilibrium geometry.

Results
Kohn-Sham gap: 8.51 eV
relative energy (zero: lowest compared OMol25 entry of this formula, charge and spin): 25.08 kJ/mol
lowest unoccupied orbital energy: -0.73 eV

CARTESIAN COORDINATES (ANGSTROEM)
O -1.393 3.187 2.016
H -2.241 2.725 1.938
H -1.020 3.212 1.111
O -5.648 -0.493 1.815
H -5.297 -1.398 1.693
H -5.495 -0.057 0.964
O -4.638 -2.942 0.871
H -4.149 -3.703 1.209
H -5.010 -3.241 0.034
O -4.240 2.051 2.167
H -4.485 1.116 2.054
H -4.419 2.226 3.098
O 2.085 2.568 -0.924
H 2.281 3.016 -0.093
H 1.133 2.739 -1.080
O -3.928 -0.927 -4.053
H -4.249 -1.638 -3.491
H -3.892 -1.307 -4.940
O -3.079 1.594 -3.468
H -3.089 1.537 -2.499
H -3.357 0.703 -3.781
O -5.297 0.782 -0.863
H -6.036 0.197 -1.071
H -5.452 1.570 -1.400
O -0.841 2.453 -5.419
H -1.447 2.318 -4.672
H -0.577 3.376 -5.359
C 3.937 -1.751 -3.893
C 3.025 -0.849 -4.739
C 1.645 -0.677 -4.087
O 3.598 0.455 -4.818
H 4.962 -1.674 -4.264
H 3.681 -2.809 -3.965
H 3.932 -1.404 -2.859
H 2.929 -1.326 -5.721
H 1.789 -0.380 -3.044
H 1.126 -1.644 -4.061
H 0.946 0.039 -4.519
H 3.561 0.705 -5.745
C -2.398 4.894 -1.102
C -0.967 4.515 -1.403
C -0.035 5.604 -0.917
O -0.578 3.330 -0.709
H -2.678 5.802 -1.648
H -2.618 5.114 -0.054
H -3.185 4.186 -1.386
H -0.878 4.409 -2.492
H 0.134 6.396 -1.648
H 0.967 5.217 -0.723
H -0.373 6.011 0.037
H -1.241 2.620 -0.836
C -0.953 -2.311 3.589
C 0.052 -3.036 4.424
C -0.356 -3.209 5.882
O 0.238 -4.306 3.784
H -0.650 -2.144 2.561
H -1.210 -1.340 4.026
H -1.928 -2.814 3.607
H 0.979 -2.450 4.360
H -1.267 -3.814 5.841
H -0.718 -2.256 6.277
H 0.428 -3.637 6.497
H 1.012 -4.744 4.152
C 2.380 1.571 4.475
C 0.932 1.826 4.071
C -0.075 1.774 5.203
O 0.938 3.101 3.431
H 2.535 0.572 4.898
H 2.632 2.283 5.265
H 3.089 1.633 3.654
H 0.724 1.111 3.259
H -0.242 0.724 5.464
H -1.042 2.162 4.878
H 0.233 2.328 6.089
H 0.066 3.222 2.999
C 1.494 -6.169 -1.311
C 1.987 -4.806 -0.854
C 1.211 -3.655 -1.457
O 1.896 -4.750 0.584
H 2.131 -6.969 -0.942
H 1.576 -6.164 -2.401
H 0.458 -6.318 -1.007
H 3.058 -4.737 -1.081
H 0.177 -3.606 -1.101
H 1.099 -3.663 -2.546
H 1.637 -2.667 -1.256
H 2.200 -3.856 0.793
C 4.835 0.662 -1.348
C 4.511 -0.269 -0.193
C 4.970 0.375 1.112
O 3.113 -0.536 -0.222
H 5.897 0.865 -1.518
H 4.403 1.651 -1.190
H 4.460 0.280 -2.298
H 4.982 -1.238 -0.365
H 6.062 0.348 1.170
H 4.520 -0.101 1.982
H 4.788 1.453 1.133
H 2.626 0.299 -0.309
C -0.607 -0.023 -1.423
C -1.958 -0.058 -0.741
C -1.909 -0.656 0.680
O -2.400 1.299 -0.644
H 0.130 0.242 -0.657
H -0.569 0.755 -2.184
H -0.246 -0.970 -1.821
H -2.721 -0.664 -1.250
H -2.814 -0.313 1.186
H -1.108 -0.296 1.327
H -1.864 -1.738 0.557
H -3.325 1.298 -0.354

---

DFT (wB97M-V/def2-TZVPD) results for 2 unconnected molecules or ions with the total composition C2H8NOS in a non-equilibrium geometry.

Results
Kohn-Sham gap: 7.07 eV
charge: -1
relative energy (zero: lowest compared OMol25 entry of this formula, charge and spin): 7.61 kJ/mol
lowest unoccupied orbital energy: 4.27 eV

CARTESIAN COORDINATES (ANGSTROEM)
C -1.386 -1.164 0.103
C -0.356 -0.107 0.472
S 1.276 -0.271 -0.349
N -1.735 -1.149 -1.336
H -1.067 -2.169 0.392
H -2.309 -0.966 0.664
H -0.764 0.855 0.134
H -0.294 -0.047 1.567
H -2.220 -0.267 -1.473
H -0.843 -0.980 -1.816
H 2.924 1.516 0.950
H 3.251 2.465 -0.093
O 3.521 2.284 0.785

---

DFT (wB97M-V/def2-TZVPD) results for a gas-phase ion, C3H8NOS (charge -1) in a non-equilibrium geometry.

Results
Kohn-Sham gap: 5.80 eV
structure (SMILES): [O-]CNCCS
charge: -1
relative energy (zero: lowest compared OMol25 entry of this formula, charge and spin): 225.05 kJ/mol
lowest unoccupied orbital energy: 3.07 eV

CARTESIAN COORDINATES (ANGSTROEM)
O -0.206 -1.106 2.659
C -1.122 -0.618 1.892
N -0.916 -0.382 0.286
C 0.336 0.242 -0.069
C 0.459 0.407 -1.638
S 1.697 1.634 -2.100
H -1.478 0.430 2.081
H -2.057 -1.223 1.822
H -1.009 -1.330 -0.075
H 1.202 -0.297 0.336
H 0.238 1.276 0.254
H -0.591 0.566 -1.905
H 0.667 -0.613 -1.982
H 2.779 1.015 -1.561

---

DFT (wB97M-V/def2-TZVPD) results for a molecular structure, C7H8AuN4O7S4.

Results
2S+1: 3
Kohn-Sham gap (alpha / beta): 7.34 / 6.73 eV
⟨S²⟩: 2.01
charge: -1
relative energy (zero: lowest compared OMol25 entry of this formula, charge and spin): 24.93 kJ/mol
lowest unoccupied orbital energy (alpha / beta): 1.78 / 0.67 eV

CARTESIAN COORDINATES (ANGSTROEM)
Au -0.529 -1.423 0.579
O -4.095 -1.954 0.083
S -3.284 -1.068 0.874
O -4.031 -0.006 1.552
O -2.388 -1.794 1.854
O -2.214 -0.381 -0.028
N 5.208 0.555 -2.474
C 4.072 0.408 -2.381
C 2.640 0.251 -2.327
C 1.864 0.648 -3.410
C 0.493 0.501 -3.335
C -0.051 -0.035 -2.180
N 0.701 -0.425 -1.151
C 2.023 -0.294 -1.205
H 2.338 1.061 -4.291
H -0.151 0.799 -4.150
H -1.122 -0.148 -2.047
H 2.607 -0.639 -0.357
N -1.744 1.099 2.829
C -1.376 1.816 1.773
N -2.370 2.340 1.023
S 0.259 2.117 1.369
H -2.667 0.667 2.794
H -1.018 0.559 3.283
H -3.242 1.814 1.038
H -2.075 2.657 0.115
O 2.127 -2.731 3.228
S 2.129 -1.967 2.007
O 3.414 -1.727 1.391
O 1.184 -2.571 0.974
S 1.298 -0.129 2.569

---

DFT (wB97M-V/def2-TZVPD) results for a molecular structure, C36H56IN10OSSr in a non-equilibrium geometry.

Results
Kohn-Sham gap: 4.10 eV
charge: -1
relative energy (zero: lowest compared OMol25 entry of this formula, charge and spin): 442.39 kJ/mol
lowest unoccupied orbital energy: 1.93 eV

CARTESIAN COORDINATES (ANGSTROEM)
Sr 0.476 0.614 0.845
O -2.673 0.771 3.702
C -2.329 2.104 4.010
C -1.124 2.176 4.958
C 0.157 1.717 4.266
C 0.727 2.749 3.326
C 1.411 3.817 3.864
C 2.134 4.661 2.989
C 2.099 4.450 1.659
C 1.235 3.374 1.077
N 0.633 2.491 2.029
H -2.355 0.567 2.800
H -3.196 2.552 4.515
H -2.111 2.663 3.092
H -1.324 1.529 5.817
H -1.003 3.199 5.320
H -0.073 0.800 3.716
H 0.911 1.508 5.033
H 1.468 3.949 4.936
H 2.762 5.445 3.401
H 2.739 4.992 0.972
H 1.866 2.767 0.391
C 3.123 1.470 2.411
N 2.469 0.724 1.426
C 2.231 -0.593 1.824
C 2.704 0.876 0.128
N 1.978 0.250 -0.716
C 2.365 0.000 -2.011
C 3.660 -0.411 -2.307
C 4.064 -0.641 -3.610
C 3.155 -0.502 -4.642
C 1.833 -0.210 -4.350
C 1.403 0.013 -3.043
N 0.094 0.333 -2.765
C -0.897 -0.408 -3.108
N -2.147 0.141 -3.147
C -3.267 -0.654 -2.677
C -2.213 1.522 -2.709
N -0.833 -1.752 -3.482
C 0.229 -2.597 -3.002
C -1.428 -2.170 -4.727
N 3.773 1.734 -0.182
C 5.062 1.282 0.246
C 3.705 2.564 -1.345
H 4.121 1.070 2.675
H 2.530 1.433 3.324
H 3.241 2.509 2.106
H 3.181 -1.117 2.038
H 1.757 -1.134 1.029
H 1.665 -0.623 2.749
H 4.358 -0.561 -1.490
H 5.090 -0.919 -3.814
H 3.472 -0.642 -5.668
H 1.098 -0.144 -5.143
H -3.005 -1.705 -2.679
H -4.131 -0.498 -3.324
H -3.512 -0.367 -1.652
H -1.520 2.113 -3.307
H -1.923 1.576 -1.638
H -3.228 1.882 -2.871
H 0.561 -2.230 -2.032
H 1.083 -2.645 -3.691
H -0.166 -3.610 -2.877
H -2.130 -1.414 -5.066
H -1.957 -3.119 -4.600
H -0.658 -2.315 -5.498
H 4.952 0.377 0.854
H 5.578 2.048 0.840
H 5.693 1.026 -0.617
H 2.666 2.665 -1.655
H 4.277 2.164 -2.192
H 4.090 3.558 -1.093
C -2.403 -2.425 0.849
C -3.457 -1.364 0.715
C -4.787 -1.717 0.619
C -5.776 -0.759 0.463
C -5.391 0.576 0.419
C -4.071 0.965 0.508
C -3.716 2.424 0.465
C -3.006 0.002 0.656
N -1.714 0.349 0.755
H -2.797 -3.388 0.532
H -2.071 -2.477 1.890
H -1.557 -2.073 0.235
H -5.064 -2.764 0.681
H -6.815 -1.041 0.378
H -6.160 1.333 0.317
H -4.457 3.024 0.987
H -3.654 2.785 -0.561
H -2.729 2.507 0.924
S 2.226 -4.125 0.220
C 0.964 -5.169 0.277
N 1.067 -6.504 0.526
C -0.196 -7.177 0.320
C -1.190 -6.004 0.335
N -0.332 -4.867 0.077
H 1.947 -6.979 0.426
H -0.381 -7.896 1.120
H -0.223 -7.707 -0.640
H -1.685 -5.918 1.309
H -1.951 -6.090 -0.442
H -0.676 -3.914 0.112
I 0.031 6.070 -0.114
C 0.093 3.927 0.175
H -0.854 3.676 0.652
H 0.104 3.481 -0.821

---

DFT (wB97M-V/def2-TZVPD) results for 2 unconnected molecules or ions with the total composition FHI2OP in a non-equilibrium geometry.

Results
Kohn-Sham gap: 6.72 eV
charge: +1
relative energy (zero: lowest compared OMol25 entry of this formula, charge and spin): 251.02 kJ/mol
lowest unoccupied orbital energy: -8.32 eV

CARTESIAN COORDINATES (ANGSTROEM)
O -1.085 0.208 2.203
F -0.073 -0.164 -1.874
P -0.205 0.033 1.086
I 0.756 2.318 0.662
I 1.262 -1.879 0.415
H -0.655 -0.515 -2.491